Molecular formula: C27H58NO5
Method: DFT, ωB97M-V/def2-TZVPD

Calculated values
Multiplicity: 2
HOMO-LUMO gap (spin up / spin down), eV: 9.1 / 9.6

Each line ends with the Mulliken spin population.
CARTESIAN COORDINATES (ANGSTROEM)
C1 5.166 -2.310 1.614  0.0000
C2 4.952 -1.151 2.648  0.0000
C3 3.573 -0.463 2.285  0.0005
O1 3.499 -0.320 0.872  -0.0001
C4 2.128 -0.222 0.401  0.0067
C5 1.571 -1.698 0.346  -0.0176
C6 0.822 -2.092 -0.970  0.0486
C7 0.264 -3.585 -0.866  -0.0007
C8 -1.240 -3.695 -1.353  0.0035
C9 -2.157 -2.892 -0.371  0.0045
C10 -3.685 -3.240 -0.464  -0.0007
C11 -4.395 -2.794 0.885  0.0002
C12 -5.186 -1.441 0.755  0.0001
C13 -6.249 -1.388 1.918  0.0000
C14 -7.720 -1.671 1.447  0.0000
O2 -8.404 -0.404 1.467  0.0000
C15 -9.520 -0.495 0.563  0.0000
C16 2.268 0.452 -1.028  -0.0018
C17 1.049 1.343 -1.455  0.0353
C18 1.443 2.874 -1.411  0.0282
C19 0.800 1.034 -2.994  0.0101
N1 -0.216 1.027 -0.763  0.2922
O3 -1.201 1.686 -1.267  0.5799
C20 -0.135 1.150 0.706  0.0136
C21 -1.275 0.199 1.282  -0.0103
C22 -0.482 2.581 1.263  0.0160
C23 1.215 0.651 1.339  0.0265
H1 4.284 -2.991 1.590  0.0000
H2 5.397 -1.945 0.589  0.0000
H3 6.037 -2.948 1.910  0.0000
H4 5.767 -0.404 2.561  0.0000
H5 4.866 -1.570 3.678  0.0000
H6 2.779 -1.117 2.720  0.0001
H7 3.503 0.537 2.790  -0.0001
H8 2.449 -2.385 0.426  0.0001
H9 0.919 -1.959 1.217  -0.0010
H10 -0.055 -1.458 -1.217  -0.0322
H11 1.529 -2.116 -1.834  0.0029
H12 0.926 -4.317 -1.375  -0.0001
H13 0.251 -3.821 0.227  0.0003
H14 -1.257 -3.323 -2.400  -0.0003
H15 -1.491 -4.782 -1.305  -0.0001
H16 -2.064 -1.814 -0.664  -0.0055
H17 -1.736 -2.973 0.655  0.0000
H18 -4.115 -2.592 -1.263  0.0002
H19 -3.846 -4.319 -0.680  -0.0001
H20 -3.593 -2.629 1.638  0.0000
H21 -5.031 -3.640 1.233  0.0000
H22 -5.714 -1.466 -0.227  0.0000
H23 -4.535 -0.544 0.813  0.0007
H24 -5.968 -2.171 2.664  0.0000
H25 -6.241 -0.422 2.465  0.0000
H26 -7.670 -2.083 0.412  0.0000
H27 -8.247 -2.364 2.148  0.0000
H28 -10.246 -1.219 1.012  0.0000
H29 -9.199 -0.842 -0.447  0.0000
H30 -9.945 0.533 0.509  0.0000
H31 2.585 -0.278 -1.803  0.0004
H32 3.135 1.150 -0.915  -0.0037
H33 1.700 3.221 -2.443  0.0005
H34 2.331 3.088 -0.779  -0.0001
H35 0.590 3.518 -1.095  -0.0018
H36 0.201 1.844 -3.468  0.0006
H37 1.803 1.036 -3.472  -0.0012
H38 0.282 0.055 -3.131  0.0000
H39 -1.474 0.483 2.341  -0.0021
H40 -2.198 0.430 0.706  0.0141
H41 -0.982 -0.864 1.169  -0.0043
H42 -0.505 2.478 2.377  0.0002
H43 0.348 3.302 1.064  -0.0012
H44 -1.449 2.972 0.896  -0.0013
H45 0.939 0.140 2.292  0.0024
H46 1.801 1.554 1.656  -0.0020
C24 0.842 3.726 -7.230  0.0000
C25 2.058 3.631 -6.328  0.0000
O4 2.066 2.392 -5.624  0.0000
H47 -0.075 3.635 -6.645  0.0000
H48 0.825 4.677 -7.766  0.0000
H49 0.838 2.912 -7.960  0.0000
H50 2.047 4.431 -5.588  0.0000
H51 2.981 3.712 -6.912  0.0000
H52 2.085 1.686 -6.277  0.0000
C26 5.279 2.765 4.962  0.0000
C27 6.471 2.990 4.051  0.0000
O5 6.423 2.108 2.935  0.0000
H53 5.259 1.733 5.316  0.0000
H54 5.313 3.433 5.826  0.0000
H55 4.343 2.938 4.424  0.0000
H56 7.401 2.797 4.586  0.0000
H57 6.491 4.023 3.687  0.0000
H58 5.606 2.286 2.458  0.0000